[1]
DFT (wB97M-V/def2-TZVPD) results for a structure of composition C32H48BN7O2S3Sr in a non-equilibrium geometry.

```
94
C32H48BN7O2S3Sr (wB97M-V/def2-TZVPD)
Sr 0.8831 -4.1284 0.4751
C 3.8837 -0.8917 -3.2609
C 2.6871 -0.1817 -2.7167
C 2.1983 0.9497 -3.2961
C 1.0583 1.5931 -2.7662
N 0.4678 1.1182 -1.7030
N 0.9600 0.0163 -1.1169
B 0.1413 -0.3517 0.1554
N -1.0645 0.6209 0.3641
N -1.1231 1.8798 0.7758
C -2.3165 2.4253 0.7232
C -3.4443 1.7005 0.2369
C -3.3635 0.3944 -0.1582
C -4.5095 -0.4201 -0.6585
C -2.0604 -0.1287 -0.0559
S -1.2979 -1.6556 -0.4103
C -2.4749 3.8614 1.1899
C -3.5307 3.9058 2.3023
C -1.1552 4.4136 1.7224
C -2.9398 4.7134 0.0005
N 1.0286 -0.3449 1.4338
N 1.7236 0.8102 1.2761
C 2.5132 1.2212 2.2222
C 2.6375 0.4694 3.4160
C 1.9324 -0.6745 3.5935
C 2.0291 -1.4717 4.8538
C 1.0677 -1.1141 2.5272
S 0.1066 -2.5222 2.7377
C 3.2666 2.5174 1.9897
C 4.7713 2.2289 2.0676
C 2.8761 3.5155 3.0874
C 2.9220 3.1063 0.6241
C 2.0129 -0.6773 -1.5580
S 2.5790 -2.0991 -0.7700
C 0.4396 2.8655 -3.3364
C -1.0480 2.6209 -3.6033
C 0.6011 3.9734 -2.2907
C 1.1291 3.2865 -4.6330
H 4.2688 -0.3678 -4.1329
H 3.6333 -1.9153 -3.5419
H 4.6677 -0.9620 -2.5065
H 2.6837 1.3476 -4.1763
H -4.4003 2.2059 0.1878
H -5.4225 0.1707 -0.6690
H -4.6664 -1.2903 -0.0192
H -4.3178 -0.7817 -1.6698
H -3.2352 3.3000 3.1603
H -4.5076 3.5615 1.9599
H -3.6541 4.9342 2.6425
H -0.7851 3.8374 2.5707
H -1.3160 5.4409 2.0512
H -0.3774 4.4205 0.9592
H -3.9153 4.4033 -0.3779
H -2.2224 4.6758 -0.8215
H -3.0336 5.7528 0.3166
H 3.2993 0.8180 4.1989
H 2.7315 -1.0081 5.5425
H 2.3513 -2.4918 4.6426
H 1.0521 -1.5554 5.3305
H 5.0639 1.8428 3.0451
H 5.3267 3.1529 1.9039
H 5.0794 1.5079 1.3084
H 3.1307 3.1522 4.0841
H 1.8076 3.7363 3.0636
H 3.4175 4.4497 2.9348
H 3.2103 2.4362 -0.1885
H 3.4629 4.0459 0.5015
H 1.8536 3.3025 0.5291
H -1.5699 2.3394 -2.6876
H -1.1969 1.8300 -4.3410
H -1.5062 3.5315 -3.9920
H 0.1135 3.6965 -1.3547
H 0.1538 4.8979 -2.6599
H 1.6536 4.1713 -2.0779
H 1.0543 2.5206 -5.4076
H 2.1837 3.5213 -4.4784
H 0.6531 4.1872 -5.0202
O 0.7786 -6.3516 -0.3014
C -0.4474 -6.2468 -0.5193
O -1.1144 -5.1904 -0.3288
C -1.1569 -7.4826 -1.0523
N -2.6299 -7.1416 -1.2046
C -3.4225 -8.0342 -0.2559
C -2.3848 -8.4638 0.7614
C -1.1368 -8.6720 -0.0912
H -0.7502 -7.7113 -2.0361
H -2.9410 -7.2445 -2.1673
H -2.7143 -6.1482 -0.9410
H -3.7848 -8.8722 -0.8484
H -4.2669 -7.4637 0.1197
H -2.6980 -9.3627 1.2877
H -2.2314 -7.6810 1.5070
H -1.2060 -9.6039 -0.6526
H -0.2070 -8.6936 0.4720
```

DFT total energy ... -3031.8276 Ha
Net charge ... +2
LUMO ... -4.857 eV

***

[2]
DFT (wB97M-V/def2-TZVPD) results for a cluster of 10 separate species, C35H35Cl10F5 in total in a non-equilibrium geometry.

```
85
C35H35Cl10F5 (wB97M-V/def2-TZVPD)
F 5.3845 -5.7310 -1.4965
C 5.0416 -4.4270 -1.3215
C 3.7423 -4.0436 -1.5520
C 3.3684 -2.7401 -1.2966
C 4.3149 -1.8023 -0.9170
C 5.6382 -2.1898 -0.7928
C 6.0186 -3.5035 -0.9824
H 3.0229 -4.7886 -1.8857
H 2.3256 -2.4409 -1.3202
H 4.0086 -0.7875 -0.7045
H 6.3877 -1.4343 -0.5648
H 7.0536 -3.8085 -0.9223
F 2.1945 1.2230 -1.2132
C 0.9961 0.6555 -1.1682
C 0.7595 -0.4354 -1.9613
C -0.4674 -1.0886 -1.8889
C -1.4199 -0.6884 -0.9598
C -1.1409 0.3691 -0.1260
C 0.0872 1.0363 -0.2082
H 1.5569 -0.8008 -2.6001
H -0.6402 -1.9326 -2.5478
H -2.3873 -1.1819 -0.9872
H -1.8752 0.7041 0.5909
H 0.3299 1.8014 0.5238
F -0.0367 4.0868 -0.8737
C -0.8082 5.1274 -0.4621
C -2.1699 5.0318 -0.5960
C -2.9682 5.9956 -0.0457
C -2.3952 7.0848 0.5758
C -1.0196 7.2239 0.6007
C -0.2058 6.2445 0.0729
H -2.5445 4.1248 -1.0665
H -4.0392 5.8510 -0.0585
H -3.0029 7.8705 1.0107
H -0.5430 8.0660 1.0883
H 0.8722 6.3013 0.1680
F -5.2432 -1.0525 5.2644
C -4.4030 -1.4157 4.3713
C -3.1775 -0.7805 4.3082
C -2.2936 -1.1830 3.3325
C -2.6112 -2.2250 2.4706
C -3.8677 -2.8415 2.5467
C -4.7822 -2.3912 3.4843
H -2.9245 -0.0456 5.0654
H -1.2938 -0.7633 3.2550
H -1.8822 -2.5597 1.7479
H -4.1694 -3.6339 1.8763
H -5.7866 -2.8016 3.4978
F 0.3569 -3.8751 5.3362
C 0.7834 -2.9603 4.4325
C 0.8341 -3.3136 3.0873
C 1.2395 -2.3694 2.1668
C 1.5637 -1.0879 2.5825
C 1.5048 -0.7518 3.9328
C 1.1389 -1.6910 4.8726
H 0.5655 -4.3164 2.7813
H 1.3991 -2.6873 1.1460
H 1.8882 -0.3364 1.8722
H 1.8177 0.2342 4.2522
H 1.1174 -1.4923 5.9417
Cl 5.1556 2.9334 -2.2703
C 3.5735 3.7709 -2.2297
Cl 3.5867 5.3032 -3.1099
H 2.8572 3.1146 -2.6884
H 3.3381 3.9747 -1.2012
Cl -4.3396 2.3997 -0.0229
C -4.9814 0.7627 0.0836
Cl -6.7253 0.7393 0.2182
H -4.6842 0.2475 -0.8218
H -4.5393 0.2716 0.9346
Cl -2.5721 2.8836 -3.8556
C -1.0025 2.1892 -3.5384
Cl 0.2812 3.3215 -3.8207
H -0.9501 1.8859 -2.5076
H -0.8470 1.3399 -4.1863
Cl -1.7957 -5.3662 1.5978
C -1.6696 -4.7187 -0.0405
Cl 0.0169 -4.4953 -0.4871
H -2.1218 -5.4226 -0.7232
H -2.1808 -3.7681 -0.1157
Cl 1.2646 -1.1555 -5.5499
C 2.5278 0.0195 -5.9387
Cl 3.1798 0.7926 -4.4863
H 3.3318 -0.4680 -6.4600
H 2.0825 0.8124 -6.5166
```

DFT total energy ... -6455.9196 Ha
Structure (SMILES) ... Fc1ccccc1.Fc1ccccc1.Fc1ccccc1.Fc1ccccc1.Fc1ccccc1.ClCCl.ClCCl.ClCCl.ClCCl.ClCCl
LUMO ... 0.180 eV

***

[3]
DFT (wB97M-V/def2-TZVPD) results for a cluster of 2 separate species, C6H8N2O2 in total in a non-equilibrium geometry.

```
18
C6H8N2O2 (wB97M-V/def2-TZVPD)
O 1.2747 -2.1667 -1.1507
C 1.1164 -1.1747 -0.5189
C 1.3859 -1.2919 0.9543
C 1.7494 -0.1563 1.6417
N 1.5065 0.9982 0.8786
C 1.0568 1.2258 -0.3412
O 1.0928 2.3579 -0.7649
N 0.8432 0.0818 -1.0347
H 1.4348 -2.3426 1.3743
H 2.0101 -0.1682 2.7356
H 2.1404 1.8872 1.3846
H 0.9750 0.1567 -2.1825
C -4.7390 -0.6489 0.2853
C -4.4728 0.6452 0.0903
H -5.7896 -0.9225 0.3317
H -3.9346 -1.5041 0.3426
H -5.3611 1.2181 -0.2158
H -3.4434 0.9896 -0.0219
```

Relative energy (zero: lowest compared OMol25 entry of this formula, charge and spin) ... 260.2 kJ/mol
DFT total energy ... -493.3478 Ha
Structure (SMILES) ... O=c1cc[nH]c(=O)[nH]1.C=C
LUMO ... 0.298 eV

***

[4]
DFT (wB97M-V/def2-TZVPD) results for a structure of composition C36H55Ge2N2O5S2Si3Ti.

```
106
C36H55Ge2N2O5S2Si3Ti (wB97M-V/def2-TZVPD)
Ti -0.1743 0.1637 0.6547
S 0.8748 -0.4710 -1.4753
C 1.5273 1.0752 -0.9913
N 2.9285 1.2511 -0.8681
C 3.3712 2.0279 0.2778
C 2.6849 3.3714 0.2534
N 1.2562 3.2189 0.0661
C 0.4970 4.4149 0.3648
C 0.6794 5.4964 -0.6786
C 0.4539 5.2229 -2.0270
C 0.6346 6.2057 -2.9874
C 1.0448 7.4820 -2.6171
C 1.2723 7.7634 -1.2786
C 1.0932 6.7738 -0.3188
C 0.7128 2.1114 -0.5756
S -1.0310 1.9796 -0.6911
C 3.8403 0.2295 -1.3171
C 5.0909 0.8333 -1.9207
C 5.0120 1.9688 -2.7234
C 6.1509 2.5039 -3.3043
C 7.3913 1.9133 -3.0907
C 7.4804 0.7861 -2.2878
C 6.3360 0.2552 -1.7050
H 4.4487 2.1822 0.1896
H 3.1564 1.5177 1.2206
H 3.1168 3.9848 -0.5518
H 2.8300 3.8674 1.2175
H 0.8233 4.7749 1.3444
H -0.5557 4.1450 0.4453
H 0.1370 4.2278 -2.3175
H 0.4543 5.9769 -4.0311
H 1.1888 8.2496 -3.3684
H 1.5985 8.7523 -0.9782
H 1.2799 6.9867 0.7278
H 3.3315 -0.3669 -2.0748
H 4.1275 -0.4680 -0.5174
H 4.0437 2.4343 -2.8631
H 6.0733 3.3914 -3.9208
H 8.2824 2.3358 -3.5393
H 8.4439 0.3259 -2.1032
H 6.4082 -0.6156 -1.0625
O -0.7897 4.5216 4.4959
C -0.6124 3.4995 3.8611
C -1.7762 2.5357 3.4139
O -2.9677 2.6998 3.6571
C -1.1055 1.5181 2.6899
C 0.2876 1.7774 2.6559
O 1.0258 0.9135 1.9580
C 0.6738 2.9780 3.3200
O 1.8104 3.5308 3.3925
O -1.5655 0.4516 1.9940
C -4.7266 -0.8623 2.5424
Si -3.5637 -2.3177 2.3899
C -2.4291 -2.3034 3.8821
C -4.6146 -3.8871 2.5061
Ge -2.2191 -2.2786 0.3918
Si -2.4462 -4.3703 -0.7782
C -1.8883 -4.2482 -2.5737
C -1.4623 -5.7434 0.0539
C -4.1892 -5.1031 -0.8287
Si -3.3647 -0.7538 -1.1031
C -4.9333 -1.7419 -1.5378
C -2.5532 -0.4844 -2.7775
C -4.0319 0.8457 -0.3778
H -5.2660 -0.9046 3.4932
H -5.4629 -0.8427 1.7356
H -4.1568 0.0697 2.5144
H -3.0066 -2.3747 4.8082
H -1.8751 -1.3619 3.8963
H -1.7114 -3.1276 3.8553
H -5.1484 -3.9085 3.4610
H -4.0000 -4.7886 2.4415
H -5.3551 -3.9271 1.7044
H -0.9112 -3.7700 -2.6613
H -2.6024 -3.6440 -3.1408
H -1.8314 -5.2364 -3.0393
H -0.3899 -5.5656 0.0403
H -1.6617 -6.7002 -0.4389
H -1.7706 -5.8295 1.0998
H -4.9505 -4.4292 -1.2136
H -4.4971 -5.4244 0.1670
H -4.1571 -5.9889 -1.4725
H -4.7126 -2.5517 -2.2374
H -5.6470 -1.0691 -2.0237
H -5.4183 -2.1730 -0.6565
H -1.9337 -1.3372 -3.0615
H -1.9087 0.3939 -2.7648
H -3.3291 -0.3516 -3.5387
H -5.0057 0.6626 0.0780
H -4.1615 1.5754 -1.1826
H -3.3888 1.2820 0.3861
C 2.7436 -1.9446 1.5038
Ge 1.1832 -2.9888 0.9157
C 1.5961 -3.7793 -0.8404
C 1.1573 -4.4595 2.2426
C -0.4086 -1.9110 1.0816
H 3.6701 -2.4282 1.1826
H 2.7480 -1.8702 2.5927
H 2.7149 -0.9318 1.1075
H 2.6637 -3.6545 -1.0304
H 1.0572 -3.2679 -1.6361
H 1.3618 -4.8435 -0.8762
H 2.1206 -4.9757 2.2661
H 0.3747 -5.1916 2.0469
H 0.9813 -4.0245 3.2291
H -0.5789 -1.8628 2.1615
```

Relative energy (zero: lowest compared OMol25 entry of this formula, charge and spin) ... 98.4 kJ/mol
DFT total energy ... -8558.8866 Ha
Net charge ... -2
LUMO (spin up / spin down) ... 4.012 / 4.012 eV
2S+1 ... 2

***

[5]
DFT (wB97M-V/def2-TZVPD) results for a cluster of 5 separate species, H10O5 in total in a non-equilibrium geometry.

```
15
H10O5 (wB97M-V/def2-TZVPD)
O 2.0113 -0.2598 -1.2781
H 1.5433 0.5887 -1.2365
H 2.2374 -0.3977 -0.3682
O 0.1200 1.7766 -0.0741
H -0.8439 1.9008 0.0570
H 0.6417 2.3742 0.4628
O -0.5242 -1.8790 -0.4260
H 0.3576 -1.5285 -0.7390
H -0.3074 -1.6186 0.5017
O 0.5347 -0.5905 1.5852
H 0.2653 -0.0621 2.2989
H 0.0362 0.0538 0.8515
O -2.0574 0.2322 -0.7767
H -1.7954 -0.7122 -1.0401
H -2.2191 0.1222 0.1816
```

Relative energy (zero: lowest compared OMol25 entry of this formula, charge and spin) ... 143.7 kJ/mol
DFT total energy ... -382.1695 Ha
Structure (SMILES) ... O.O.O.O.O
LUMO ... -0.025 eV

***

[6]
DFT (wB97M-V/def2-TZVPD) results for the molecule C7H8Br2OS in a non-equilibrium geometry.

```
19
C7H8Br2OS (wB97M-V/def2-TZVPD)
C 0.0113 -2.6065 1.6273
C 0.0079 -1.2890 0.9323
C 0.9966 -0.7904 0.2005
Br 2.6334 -1.5682 -0.2332
C 0.7297 0.9060 -0.2401
Br 1.9978 1.9154 0.8642
C 1.1438 0.9820 -1.6830
O 0.4906 0.5993 -2.6090
C -0.7068 1.1885 0.1697
C -1.6685 1.5212 -0.9586
S -1.3814 -0.2531 1.1315
H -0.5970 -2.5453 2.5266
H 1.0311 -2.8763 1.8970
H -0.3960 -3.3892 0.9908
H 2.1662 1.3797 -1.8235
H -0.7226 2.0008 0.8995
H -1.6922 0.7350 -1.7069
H -1.3799 2.4516 -1.4453
H -2.6640 1.6385 -0.5399
```

Relative energy (zero: lowest compared OMol25 entry of this formula, charge and spin) ... 0.0 kJ/mol
DFT total energy ... -5892.9454 Ha
Structure (SMILES) ... CC1=C(Br)[C@@](Br)(C=O)[C@@H](C)S1
LUMO ... 0.337 eV